One molecule with the formula C2H3F4N, computed with ωB97M-V with the def2-TZVPD basis set.

Geometry as XYZ:
```
10
C2H3F4N (ωB97M-V with the def2-TZVPD basis set)
F 0.12 -2.40 -0.48
C -0.29 -1.05 -0.49
F -1.68 -1.06 -0.30
N 0.44 -0.28 0.44
C 0.31 1.22 0.32
F 0.92 1.71 -0.75
F -0.97 1.59 0.27
H -0.09 -0.68 -1.51
H 0.44 -0.70 1.39
H 0.80 1.64 1.10
```

Properties
SMILES string = FC(F)NC(F)F
HOMO level = -11.33 eV
relative energy (zero: lowest compared OMol25 entry of this formula, charge and spin) = 0.0 kJ/mol
orbital gap = 0.449 Eh
electronic energy = -14482.6367 eV

Mulliken population analysis, charges in e, atoms 1 to 6: -0.261 0.262 -0.271 -0.291 0.319 -0.243

=====

One molecule with the formula C4H9N, computed with ωB97M-V with the def2-TZVPD basis set.

Geometry as XYZ:
```
14
C4H9N (ωB97M-V with the def2-TZVPD basis set)
C -1.82 0.48 -0.42
C -0.52 0.40 0.35
C -0.08 -0.95 0.80
N 0.54 -0.30 -0.33
C 1.93 0.08 -0.41
H -2.68 0.38 0.25
H -1.93 1.41 -0.98
H -1.86 -0.36 -1.13
H -0.29 1.24 1.01
H -0.73 -1.78 0.52
H 0.43 -1.08 1.76
H 2.42 0.49 0.49
H 2.50 -0.81 -0.72
H 2.03 0.81 -1.22
```

Properties
SMILES string = C[C@H]1CN1C
HOMO level = -8.72 eV
relative energy (zero: lowest compared OMol25 entry of this formula, charge and spin) = 114.2 kJ/mol
orbital gap = 0.366 Eh
electronic energy = -5782.6283 eV

Mulliken population analysis, charges in e, atoms 1 to 6: -1.322 0.180 -0.514 -0.248 -0.820 0.300

=====

A 5-piece molecular cluster, C9H30NO4 overall, computed with ωB97M-V with the def2-TZVPD basis set.

Geometry as XYZ:
```
44
C9H30NO4 (ωB97M-V with the def2-TZVPD basis set)
N 25.23 13.97 7.85
H 24.68 13.98 8.72
H 25.58 13.00 7.64
H 25.98 14.67 7.94
H 24.56 14.20 7.11
O 26.16 11.48 7.33
H 26.58 11.10 6.56
H 26.02 10.74 7.97
C 22.32 12.64 7.13
C 21.76 13.32 8.37
C 20.70 12.48 9.07
O 22.87 13.55 9.30
H 22.77 13.36 6.44
H 21.48 12.21 6.58
H 22.97 11.80 7.38
H 21.34 14.28 8.09
H 19.84 12.31 8.41
H 20.33 13.01 9.95
H 21.11 11.52 9.38
H 22.50 13.99 10.07
C 29.19 13.63 10.26
C 28.82 14.65 9.20
C 29.11 14.15 7.79
O 27.39 14.94 9.25
H 28.71 12.67 10.05
H 28.94 13.98 11.26
H 30.27 13.46 10.25
H 29.36 15.58 9.37
H 28.79 14.87 7.04
H 28.60 13.20 7.60
H 30.18 13.99 7.67
H 27.16 15.26 10.13
C 24.77 8.90 11.27
C 24.91 9.98 10.22
C 25.77 11.11 10.70
O 25.54 9.44 9.02
H 24.10 9.21 12.08
H 25.74 8.72 11.73
H 24.38 7.96 10.89
H 23.92 10.37 9.95
H 26.83 10.87 10.73
H 25.44 11.40 11.70
H 25.66 12.01 10.08
H 24.87 8.97 8.50
```

Properties
HOMO level = -13.66 eV
relative energy (zero: lowest compared OMol25 entry of this formula, charge and spin) = 0.0 kJ/mol
orbital gap = 0.411 Eh
net charge = +1
electronic energy = -19494.8752 eV

Mulliken population analysis, charges in e, atoms 1 to 6: -0.166 0.310 0.176 0.411 0.341 -0.627

=====

A 2-piece molecular cluster, C5H5N overall, computed with ωB97M-V with the def2-TZVPD basis set.

Geometry as XYZ:
```
11
C5H5N (ωB97M-V with the def2-TZVPD basis set)
C -1.19 0.29 1.28
C 1.43 -0.48 -0.47
C -2.18 -0.30 0.68
C -2.37 -1.22 -0.28
C 2.52 -0.77 0.45
N 0.62 -0.16 -1.21
H -2.03 -2.24 -0.21
H -2.24 -0.91 -1.32
H 3.09 -1.59 0.06
H 2.04 -1.00 1.38
H 3.15 0.07 0.65
```

Properties
HOMO level = -9.75 eV
relative energy (zero: lowest compared OMol25 entry of this formula, charge and spin) = 571.8 kJ/mol
orbital gap = 0.311 Eh
electronic energy = -6749.9814 eV

Mulliken population analysis, charges in e, atoms 1 to 6: -0.234 0.328 -0.018 -0.304 -0.765 -0.368

=====

C13H23BrGeHgIN2S as an isolated structure, computed with ωB97M-V with the def2-TZVPD basis set.

Geometry as XYZ:
```
43
C13H23BrGeHgIN2S (ωB97M-V with the def2-TZVPD basis set)
Hg -1.56 1.07 1.99
C -2.82 -3.19 1.76
Ge -0.99 -3.01 1.10
C -0.89 -2.91 -0.84
C -0.03 -4.61 1.72
C -0.11 -1.47 1.86
H -3.22 -4.16 1.46
H -3.47 -2.40 1.37
H -2.82 -3.14 2.85
H -1.42 -3.75 -1.30
H 0.15 -2.94 -1.16
H -1.34 -1.98 -1.19
H -0.52 -5.51 1.33
H -0.04 -4.66 2.81
H 1.01 -4.61 1.38
H 0.61 -0.91 1.28
H 0.02 -1.39 2.94
C -1.77 0.58 -2.86
N -2.60 1.59 -2.23
C -3.33 1.33 -1.13
S -3.52 -0.22 -0.51
N -3.90 2.39 -0.50
C -4.10 3.73 -1.01
H -1.38 0.99 -3.79
H -2.37 -0.30 -3.08
H -0.94 0.27 -2.22
H -2.30 2.54 -2.36
H -4.46 2.11 0.29
H -3.55 3.91 -1.92
H -3.78 4.47 -0.27
H -5.16 3.91 -1.24
Br 3.30 -0.43 -1.04
C 4.34 0.93 -0.25
C 5.71 0.91 -0.50
C 6.53 1.88 0.06
C 5.99 2.87 0.86
C 4.63 2.90 1.10
C 3.79 1.93 0.54
I 1.75 2.03 0.97
H 6.12 0.13 -1.12
H 7.60 1.85 -0.14
H 6.63 3.63 1.29
H 4.20 3.67 1.72
```

Properties
HOMO level (alpha / beta) = -7.31 / -7.97 eV
relative energy (zero: lowest compared OMol25 entry of this formula, charge and spin) = 63.7 kJ/mol
orbital gap (alpha / beta) = 0.283 / 0.285 Eh
electronic energy = -166502.1632 eV
spin multiplicity = 2

Mulliken population analysis, charges in e, atoms 1 to 6: 0.126 -0.905 0.350 -0.619 -1.122 -1.075

=====

One molecule with the formula C5H7NO, computed with ωB97M-V with the def2-TZVPD basis set.

Geometry as XYZ:
```
14
C5H7NO (ωB97M-V with the def2-TZVPD basis set)
C 1.40 1.02 -1.22
C 1.28 -0.11 -0.81
C 0.83 -1.33 -0.17
C -0.52 -1.00 0.59
N -0.77 0.40 0.97
C -1.21 1.37 0.08
O -0.69 2.46 -0.04
H 1.48 2.02 -1.56
H 1.60 -1.74 0.50
H 0.68 -2.11 -0.93
H -1.34 -1.33 -0.04
H -0.54 -1.58 1.52
H -0.06 0.82 1.56
H -2.14 1.13 -0.46
```

Properties
SMILES string = C#CCCNC=O
HOMO level = -9.62 eV
relative energy (zero: lowest compared OMol25 entry of this formula, charge and spin) = 227.7 kJ/mol
orbital gap = 0.388 Eh
electronic energy = -8833.8433 eV

Mulliken population analysis, charges in e, atoms 1 to 6: 0.010 -0.315 -0.523 -0.639 -0.200 -0.018

=====

One molecule with the formula C6H12O, computed with ωB97M-V with the def2-TZVPD basis set.

Geometry as XYZ:
```
19
C6H12O (ωB97M-V with the def2-TZVPD basis set)
C -0.60 -2.82 0.62
C -0.43 -2.00 -0.40
C 0.73 -1.00 -0.40
C 0.53 0.31 -1.16
C -0.55 1.17 -0.49
C 0.01 2.19 0.53
O -0.12 1.56 1.83
H 0.05 -2.71 1.48
H -1.25 -3.67 0.73
H -0.98 -1.87 -1.31
H 1.54 -1.56 -0.90
H 1.19 -0.92 0.60
H 0.04 0.02 -2.09
H 1.50 0.78 -1.34
H -1.38 0.74 0.08
H -0.96 1.88 -1.23
H -0.41 3.20 0.64
H 1.08 2.43 0.36
H 0.02 2.29 2.46
```

Properties
SMILES string = C=CCCCCO
HOMO level = -9.40 eV
relative energy (zero: lowest compared OMol25 entry of this formula, charge and spin) = 193.4 kJ/mol
orbital gap = 0.382 Eh
electronic energy = -8462.3495 eV

Mulliken population analysis, charges in e, atoms 1 to 6: -0.809 -0.047 -0.612 -0.696 -0.553 -0.548

=====

C18H47BBr2InN10O21S as an isolated structure, computed with ωB97M-V with the def2-TZVPD basis set.

Geometry as XYZ:
```
101
C18H47BBr2InN10O21S (ωB97M-V with the def2-TZVPD basis set)
C -6.60 5.88 -6.40
C -5.49 4.99 -5.86
S -6.20 3.44 -5.26
C -4.91 2.74 -4.19
In -5.21 3.37 -2.08
B -3.97 2.26 -0.48
O -2.56 2.19 -0.51
C -4.65 1.55 0.77
C -3.76 1.63 2.02
C -4.54 5.54 -1.90
Br -3.07 6.12 -2.99
C -5.08 6.39 -1.03
C -6.21 6.01 -0.10
Br -4.50 8.23 -0.80
H -7.20 6.30 -5.59
H -7.26 5.33 -7.08
H -6.16 6.71 -6.96
H -4.78 4.77 -6.66
H -4.95 5.50 -5.06
H -5.00 1.67 -4.33
H -3.94 3.07 -4.58
H -6.94 3.28 -1.71
H -2.17 3.02 -0.23
H -5.60 2.05 0.96
H -4.89 0.51 0.50
H -4.35 1.46 2.93
H -3.33 2.63 2.10
H -2.96 0.91 1.96
H -5.89 5.22 0.58
H -6.53 6.87 0.48
H -7.05 5.63 -0.68
C 0.25 -0.84 1.28
N 0.10 -0.11 2.56
O 1.10 0.22 3.17
O -1.03 0.14 2.92
H 1.31 -0.96 1.09
H -0.24 -1.80 1.39
H -0.23 -0.24 0.51
C 3.65 2.34 2.01
N 4.33 1.14 1.45
O 3.68 0.12 1.39
O 5.47 1.28 1.05
H 2.65 2.04 2.30
H 4.23 2.69 2.86
H 3.63 3.09 1.23
C -0.14 5.26 0.06
N 1.06 4.67 0.71
O 1.87 5.42 1.22
O 1.16 3.46 0.68
H -0.09 6.33 0.16
H -0.13 4.95 -0.98
H -1.01 4.84 0.56
C 2.57 -2.23 4.89
N 2.38 -3.12 3.72
O 3.31 -3.83 3.38
O 1.31 -3.06 3.15
H 3.56 -2.39 5.28
H 2.41 -1.21 4.54
H 1.81 -2.50 5.62
C -9.36 0.86 -5.69
N -8.85 0.50 -4.33
O -8.16 1.32 -3.78
O -9.17 -0.59 -3.90
H -8.98 1.85 -5.93
H -8.98 0.11 -6.38
H -10.44 0.83 -5.65
C 5.34 -4.28 0.99
N 6.47 -5.24 1.08
O 7.54 -4.85 1.50
O 6.25 -6.39 0.73
H 5.69 -3.32 1.35
H 5.02 -4.23 -0.04
H 4.55 -4.67 1.63
C 4.48 1.02 -1.88
N 4.22 2.04 -2.93
O 4.37 1.72 -4.09
O 3.88 3.14 -2.55
H 4.77 0.10 -2.36
H 5.27 1.40 -1.24
H 3.56 0.90 -1.31
C 6.15 -8.55 2.93
N 4.96 -9.19 3.56
O 4.61 -8.82 4.66
O 4.40 -10.06 2.92
H 6.55 -7.82 3.63
H 6.87 -9.34 2.73
H 5.82 -8.08 2.01
C 3.57 -4.44 -3.83
N 3.42 -3.70 -2.54
O 4.42 -3.21 -2.05
O 2.31 -3.65 -2.07
H 4.62 -4.41 -4.12
H 3.24 -5.46 -3.65
H 2.93 -3.95 -4.55
C 5.11 -6.63 7.36
N 4.99 -5.37 6.58
O 3.99 -4.70 6.73
O 5.91 -5.09 5.84
H 4.22 -6.74 7.97
H 5.21 -7.44 6.65
H 6.00 -6.55 7.97
```

Properties
HOMO level = -3.98 eV
orbital gap = 0.188 Eh
net charge = -1
electronic energy = -234069.7482 eV

Mulliken population analysis, charges in e, atoms 1 to 6: -1.247 0.152 -0.087 -1.232 1.052 -0.235

=====

Repeat the second record exactly.
One molecule with the formula C4H9N, computed with ωB97M-V with the def2-TZVPD basis set.

Geometry as XYZ:
```
14
C4H9N (ωB97M-V with the def2-TZVPD basis set)
C -1.82 0.48 -0.42
C -0.52 0.40 0.35
C -0.08 -0.95 0.80
N 0.54 -0.30 -0.33
C 1.93 0.08 -0.41
H -2.68 0.38 0.25
H -1.93 1.41 -0.98
H -1.86 -0.36 -1.13
H -0.29 1.24 1.01
H -0.73 -1.78 0.52
H 0.43 -1.08 1.76
H 2.42 0.49 0.49
H 2.50 -0.81 -0.72
H 2.03 0.81 -1.22
```

Properties
SMILES string = C[C@H]1CN1C
HOMO level = -8.72 eV
relative energy (zero: lowest compared OMol25 entry of this formula, charge and spin) = 114.2 kJ/mol
orbital gap = 0.366 Eh
electronic energy = -5782.6283 eV

Mulliken population analysis, charges in e, atoms 1 to 6: -1.322 0.180 -0.514 -0.248 -0.820 0.300